# 1
18
Properties=species:S:1:pos:R:3:forces:R:3 method="wB97M-V/def2-TZVPD" max_force_ev_per_a=2.179 total_energy_ev=-8899.2482 lumo_energy_ha=0.040 homo_ev=-8.765 relative_energy_kcal_mol=56.5
C 1.474 -2.355 -0.072 -0.605 1.100 -0.594
C 0.602 -1.660 -0.801 -0.675 -0.216 -0.816
C -0.852 -1.303 -0.467 1.688 -0.403 1.098
C -1.010 0.192 -0.559 -0.080 1.819 -0.578
N -0.313 0.907 0.514 -0.619 -0.823 0.628
C 0.240 2.246 0.494 -0.326 -1.909 0.999
O -0.132 3.097 1.576 0.081 0.602 -0.097
H 2.488 -2.349 -0.464 -0.049 -0.716 0.484
H 1.147 -2.763 0.875 0.522 -0.069 0.156
H 0.890 -1.359 -1.821 0.136 0.195 0.532
H -1.506 -1.785 -1.187 -0.315 -0.190 0.209
H -0.975 -1.628 0.582 -0.688 -0.162 -0.474
H -0.558 0.428 -1.537 -0.269 0.394 -0.006
H -2.052 0.548 -0.566 0.131 -0.513 -0.229
H 0.198 0.220 1.041 0.467 0.409 0.228
H -0.069 2.695 -0.442 0.519 0.312 -0.276
H 1.290 2.072 0.720 0.445 0.745 -0.987
H -0.862 2.796 2.115 -0.363 -0.575 -0.277

---

# 2
18
Properties=species:S:1:pos:R:3:forces:R:3 method="wB97M-V/def2-TZVPD" max_force_ev_per_a=1.301 total_energy_ev=-8899.8946 lumo_energy_ha=0.038 homo_ev=-7.826 relative_energy_kcal_mol=41.6
C -1.813 0.821 -1.058 0.014 -0.078 -0.052
C -1.374 0.530 0.342 0.501 -0.480 -0.102
C -0.407 -0.327 0.724 -0.925 0.480 -0.779
N -0.102 -0.491 2.068 0.421 -0.492 0.747
C 0.419 -1.136 -0.275 -0.068 0.525 -0.047
O 1.141 -0.311 -1.192 -0.015 -0.370 0.216
C 2.189 0.420 -0.567 -0.222 0.047 -0.233
H -1.515 1.837 -1.337 -0.086 -0.071 -0.173
H -1.404 0.127 -1.796 0.076 0.129 0.119
H -2.904 0.758 -1.120 0.064 0.112 -0.045
H -1.901 1.101 1.103 0.088 -0.122 0.144
H -0.840 -0.179 2.695 0.317 -0.194 -0.187
H 0.231 -1.423 2.303 -0.155 0.378 0.047
H -0.250 -1.779 -0.858 0.163 0.276 -0.104
H 1.121 -1.808 0.235 0.001 0.102 0.195
H 2.851 -0.246 -0.006 -0.020 0.005 0.094
H 1.785 1.196 0.090 0.026 -0.089 0.141
H 2.773 0.910 -1.351 -0.180 -0.157 0.020